Record 1
{
  "formula": "C9H14Si",
  "method": "wB97M-V/def2-TZVPD",
  "symbols": ["C", "C", "C", "C", "C", "C", "C", "C", "C", "Si", "H", "H", "H", "H", "H", "H", "H", "H", "H", "H", "H", "H", "H", "H"],
  "xyz": [[-1.497, -3.135, -0.545], [-0.955, -3.146, 0.718], [-1.871, -1.924, -1.084], [-0.796, -1.976, 1.439], [-1.598, -0.735, -0.470], [-1.029, -0.659, 0.867], [-1.888, 0.512, -1.191], [-0.452, 0.502, 1.396], [1.610, 0.918, -0.527], [2.822, 2.070, 0.310], [-1.543, -4.087, -1.228], [-0.740, -3.912, 1.336], [-2.134, -1.874, -2.076], [-0.394, -2.116, 2.474], [-1.794, 0.189, -2.188], [-2.812, 1.012, -1.108], [-0.979, 1.132, -1.049], [-0.714, 1.519, 0.944], [0.056, 0.390, 2.368], [1.910, -0.100, -0.704], [0.868, 1.280, -1.310], [2.046, 2.645, 1.376], [3.724, 2.746, -0.706], [3.842, 1.181, 0.875]],
  "forces_ev_per_angstrom": [[0.1, -2.6, -1.8], [-0.9, 2.9, 0.1], [1.3, -0.2, 1.3], [0.4, 1.3, 0.4], [-0.7, 0.7, 2.6], [0.4, -2.4, -1.2], [2.6, 0.0, -0.5], [-0.5, 1.3, -0.3], [-0.7, 1.1, -1.2], [0.4, -1.7, -1.2], [-0.1, 1.8, 1.7], [0.7, -3.3, 1.0], [-1.0, 0.0, -2.2], [-0.3, 0.6, -1.0], [-0.2, 0.1, -1.7], [-1.0, 0.6, 0.7], [-1.1, 0.4, 0.0], [0.6, -1.6, 1.1], [-0.2, 0.5, -0.6], [-0.1, -0.4, 0.1], [1.1, -0.4, 1.2], [0.0, 1.1, 0.4], [-0.8, 0.5, 0.5], [0.1, -0.2, 0.5]],
  "mulliken_charge": [-0.467, -0.585, -0.508, -0.484, 1.124, 0.907, -1.539, -1.325, -0.757, 0.359, 0.227, 0.465, 0.389, 0.248, 0.387, 0.303, 0.140, 0.373, 0.299, 0.393, 0.378, -0.109, -0.103, -0.114],
  "total_energy_ha": -640.63780,
  "e_above_lowest_kcal_mol": 125.8,
  "e_homo_ev": [-8.5, -7.3],
  "fmax_ev_per_a": 3.56
}



Record 2
{
  "formula": "C12H29O18S6SrZr",
  "method": "wB97M-V/def2-TZVPD",
  "symbols": ["Sr", "Zr", "S", "O", "O", "O", "O", "S", "O", "O", "O", "O", "O", "C", "O", "O", "H", "C", "S", "O", "C", "H", "H", "H", "H", "H", "H", "C", "S", "O", "C", "H", "H", "H", "H", "H", "H", "C", "S", "O", "C", "H", "H", "H", "H", "H", "H", "C", "S", "O", "C", "H", "H", "H", "H", "H", "H", "C", "C", "O", "C", "O", "O", "H", "H", "H", "H"],
  "xyz": [[-6.811, -19.708, 4.968], [-4.118, -22.171, 8.474], [-5.711, -22.978, 6.160], [-5.635, -24.280, 5.594], [-6.567, -21.904, 5.613], [-5.940, -22.995, 7.656], [-4.415, -22.346, 6.399], [-4.349, -19.420, 7.609], [-5.176, -20.414, 8.280], [-4.765, -19.274, 6.208], [-4.151, -18.239, 8.410], [-3.216, -20.431, 7.759], [-7.067, -22.312, 11.757], [-6.085, -21.621, 11.145], [-5.401, -22.200, 10.242], [-5.922, -20.428, 11.443], [-7.316, -21.756, 12.509], [-4.256, -21.959, 1.296], [-4.544, -21.229, 2.948], [-5.957, -20.650, 3.021], [-3.375, -19.838, 2.948], [-4.728, -21.320, 0.551], [-4.724, -22.942, 1.259], [-3.202, -22.126, 1.079], [-3.071, -19.514, 3.945], [-3.889, -18.998, 2.480], [-2.418, -20.087, 2.489], [-7.910, -27.776, 2.541], [-9.037, -27.621, 3.927], [-9.630, -28.981, 4.152], [-7.808, -27.231, 5.240], [-7.692, -26.827, 2.059], [-8.392, -28.520, 1.903], [-6.967, -28.286, 2.762], [-6.937, -27.880, 5.216], [-8.402, -27.328, 6.149], [-7.524, -26.180, 5.164], [-1.288, -21.344, 5.564], [-1.157, -22.924, 6.511], [-2.239, -22.960, 7.551], [-1.777, -23.983, 5.159], [-1.023, -21.497, 4.521], [-0.493, -20.791, 6.061], [-2.311, -21.005, 5.697], [-2.364, -23.466, 4.400], [-2.345, -24.819, 5.565], [-0.960, -24.426, 4.582], [-6.471, -25.510, 9.077], [-4.673, -25.598, 8.662], [-3.998, -24.242, 8.846], [-4.166, -26.489, 10.148], [-6.792, -26.471, 9.466], [-6.992, -25.274, 8.146], [-6.773, -24.643, 9.667], [-4.419, -25.782, 10.938], [-3.100, -26.701, 10.111], [-4.695, -27.427, 10.302], [-9.303, -22.272, 8.613], [-9.396, -22.811, 7.157], [-10.174, -24.013, 7.319], [-10.497, -24.210, 8.597], [-11.038, -25.171, 9.044], [-10.144, -23.153, 9.331], [-9.751, -21.280, 8.553], [-8.272, -22.150, 8.943], [-8.476, -23.179, 6.717], [-10.037, -22.171, 6.552]],
  "forces_ev_per_angstrom": [[0.2, 0.0, 0.7], [-2.0, -0.3, 0.1], [0.2, 1.3, 3.8], [-0.9, 0.1, -1.1], [-0.9, -1.2, -1.1], [-3.2, -1.5, 1.1], [4.3, 1.3, -3.4], [2.2, 0.0, 2.9], [-6.6, -0.3, 1.3], [-0.2, 0.6, -0.7], [-0.3, -0.7, -2.0], [4.6, 1.2, -1.7], [0.3, -1.0, -0.2], [0.3, 3.9, 0.5], [1.2, -1.9, -1.3], [-0.2, -1.4, 0.1], [-0.2, 0.1, -0.2], [-0.7, 0.4, 0.0], [1.1, -1.1, 0.5], [0.8, 0.4, -0.9], [-0.1, 0.4, 0.0], [0.2, 0.0, -0.1], [-0.2, 0.1, 0.3], [0.1, 0.4, 0.3], [-0.7, -0.4, 0.3], [0.3, 0.0, -0.4], [-0.3, -0.2, -0.5], [0.6, -1.0, -0.2], [-0.2, -0.2, 0.4], [0.8, 0.8, 0.1], [-0.8, 0.0, -0.2], [-0.3, 0.0, -0.1], [-0.3, 0.6, -0.3], [0.0, 0.3, 0.5], [-0.1, -0.1, 0.0], [0.2, -0.2, 0.1], [0.1, 0.0, -0.3], [0.6, -0.9, 0.9], [-0.3, -0.2, -1.7], [0.3, 0.4, 0.9], [0.2, -0.5, -0.5], [0.1, -0.3, 0.0], [-0.5, 0.8, -0.2], [0.1, 0.3, 0.1], [-0.3, 0.3, 0.5], [-0.1, 0.2, 0.2], [0.4, 0.2, 0.4], [0.0, 0.9, -0.9], [-0.9, -0.6, 0.3], [0.1, -0.8, 0.7], [0.0, 0.5, 0.2], [0.1, 0.0, 0.1], [0.2, -0.5, -0.2], [0.7, -0.2, 0.7], [0.2, -0.2, 0.2], [0.0, 0.2, -0.1], [-0.2, 0.1, -0.3], [-0.3, 0.8, -1.9], [-0.8, -1.1, 0.8], [0.1, -0.4, -0.6], [-0.5, -0.6, 0.4], [0.0, 0.1, -0.3], [0.9, 0.8, 1.1], [-0.1, 0.0, 0.7], [-0.1, -0.6, 0.5], [0.1, 0.7, -0.2], [0.6, 0.2, -0.4]],
  "mulliken_charge": [2.247, 1.860, 0.574, -0.589, -0.576, -0.493, 0.250, 0.977, -0.345, -0.723, -0.547, -0.700, -0.420, 0.549, -0.638, -0.671, 0.305, -1.223, 0.874, -0.956, -1.105, 0.406, 0.385, 0.393, 0.257, 0.415, 0.407, -0.948, 0.515, -0.632, -0.785, 0.301, 0.377, 0.286, 0.392, 0.348, 0.151, -0.494, 0.246, -0.491, -0.563, 0.422, 0.439, -0.276, -0.050, 0.247, 0.426, -0.462, 0.586, -0.449, -1.105, 0.601, -0.111, 0.107, 0.328, 0.377, 0.435, 0.157, 0.211, -0.396, 0.618, -0.526, -0.366, 0.308, -0.176, -0.310, 0.346],
  "total_charge": 1,
  "total_energy_ha": -4295.83724,
  "e_homo_ev": -10.4,
  "fmax_ev_per_a": 6.74
}



Record 3
{
  "formula": "C16H26Br10NO5P",
  "method": "wB97M-V/def2-TZVPD",
  "symbols": ["N", "P", "O", "O", "C", "C", "C", "O", "C", "C", "O", "C", "O", "H", "H", "H", "H", "H", "H", "Br", "C", "C", "Br", "H", "H", "H", "H", "Br", "C", "C", "Br", "H", "H", "H", "H", "Br", "C", "C", "Br", "H", "H", "H", "H", "Br", "C", "C", "Br", "H", "H", "H", "H", "Br", "C", "C", "Br", "H", "H", "H", "H"],
  "xyz": [[-4.110, -2.662, 0.660], [-2.611, -2.528, 0.386], [-1.647, -2.623, 1.674], [-1.870, -3.532, -0.614], [-2.170, -0.910, -0.276], [-3.114, -0.155, -0.838], [-2.742, 1.201, -1.360], [-3.247, 1.648, -2.364], [-1.674, 1.902, -0.613], [-0.727, 1.161, -0.038], [0.338, 1.680, 0.586], [-0.788, -0.339, -0.191], [0.225, -0.998, -0.263], [-4.616, -3.392, 0.175], [-1.735, -1.859, 2.254], [-1.819, -4.425, -0.257], [-4.138, -0.503, -0.917], [-1.688, 2.983, -0.550], [0.788, 1.007, 1.111], [-0.125, 5.563, -1.110], [0.381, 4.544, -2.685], [1.677, 3.805, -2.485], [3.219, 4.987, -2.524], [0.429, 5.250, -3.508], [-0.427, 3.835, -2.858], [1.828, 3.088, -3.290], [1.707, 3.293, -1.527], [-7.105, -2.326, 3.036], [-8.372, -2.228, 1.572], [-8.776, -3.594, 1.080], [-7.384, -4.441, 0.022], [-7.905, -1.638, 0.790], [-9.242, -1.704, 1.960], [-9.640, -3.523, 0.423], [-8.993, -4.269, 1.902], [4.927, 6.123, -7.202], [4.433, 7.160, -5.636], [5.626, 7.801, -4.977], [6.714, 6.517, -4.007], [3.917, 6.479, -4.966], [3.745, 7.925, -5.986], [5.297, 8.532, -4.240], [6.282, 8.278, -5.698], [0.835, -2.542, 4.269], [1.559, -3.999, 3.211], [0.710, -5.239, 3.296], [0.910, -6.143, 5.001], [2.567, -4.164, 3.579], [1.589, -3.633, 2.186], [1.022, -5.955, 2.538], [-0.346, -5.014, 3.179], [5.268, -4.097, 4.800], [5.133, -2.959, 3.231], [6.399, -2.182, 2.977], [6.629, -0.727, 4.240], [4.283, -2.302, 3.397], [4.929, -3.622, 2.393], [6.365, -1.724, 1.991], [7.281, -2.809, 3.061]],
  "forces_ev_per_angstrom": [[0.2, -0.1, -0.3], [0.2, 0.0, 0.0], [-0.1, 0.0, -0.2], [0.0, 0.1, 0.1], [0.0, 0.1, -0.2], [0.1, 0.1, 0.2], [0.1, 0.0, -0.2], [-0.2, 0.1, 0.2], [-0.2, 0.1, 0.2], [0.0, -0.2, 0.0], [0.0, 0.2, 0.1], [0.1, -0.3, -0.2], [-0.2, 0.2, 0.4], [-0.2, 0.1, 0.2], [0.0, -0.1, 0.3], [0.0, -0.1, -0.1], [0.0, 0.0, -0.2], [0.2, 0.0, -0.3], [0.1, -0.2, -0.2], [0.0, 0.0, 0.0], [-0.1, 0.0, 0.1], [0.0, 0.0, 0.0], [0.0, 0.0, 0.0], [0.0, 0.0, 0.0], [0.0, 0.0, 0.0], [0.0, 0.0, 0.0], [0.0, 0.0, 0.0], [0.0, 0.0, 0.0], [0.0, 0.0, 0.0], [0.0, 0.0, 0.0], [0.0, -0.1, 0.0], [0.0, 0.0, 0.0], [0.0, 0.0, 0.0], [0.0, 0.0, 0.0], [0.0, 0.0, 0.0], [0.0, 0.0, 0.0], [0.0, 0.0, 0.0], [0.0, 0.0, 0.0], [0.0, 0.0, 0.0], [0.0, 0.0, 0.0], [0.0, 0.0, 0.0], [0.0, 0.0, 0.0], [0.0, 0.0, 0.0], [0.0, 0.1, 0.1], [0.0, 0.1, -0.1], [0.0, 0.0, 0.0], [0.0, 0.0, 0.0], [0.0, -0.1, 0.0], [0.0, 0.0, 0.0], [0.0, 0.0, 0.0], [0.0, 0.0, 0.0], [0.0, 0.0, 0.0], [0.0, 0.0, 0.0], [0.0, 0.0, 0.0], [0.0, 0.0, 0.0], [0.0, 0.0, 0.0], [0.0, 0.0, 0.0], [0.0, 0.0, 0.0], [0.0, 0.0, 0.0]],
  "mulliken_charge": [-0.373, 0.772, -0.421, -0.541, -0.095, -0.193, -0.238, -0.555, -0.260, 0.433, -0.490, 0.337, -0.554, 0.081, 0.287, 0.314, 0.635, 0.583, 0.311, -0.134, -0.599, -0.426, -0.150, 0.429, 0.290, 0.390, 0.202, -0.122, -0.561, -0.609, -0.120, 0.344, 0.352, 0.347, 0.373, -0.128, -0.205, -0.619, -0.138, 0.005, 0.340, 0.338, 0.401, -0.167, -0.331, -0.548, -0.143, 0.149, 0.317, 0.404, 0.268, -0.118, -0.625, -0.638, -0.131, 0.361, 0.399, 0.378, 0.393],
  "smiles": "N=P(O)(O)C1=CC(=O)C=C(O)C1=O.BrCCBr.BrCCBr.BrCCBr.BrCCBr.BrCCBr",
  "total_energy_ha": -27137.74799,
  "e_homo_ev": -9.8,
  "fmax_ev_per_a": 0.51
}